ORCA calculation (ωB97M-V/def2-TZVPD) on C44H75CdF9O27 as an isolated structure.

## Properties
DFT total energy: -131130.2678 eV
HOMO energy: -7.41 eV
ΔE to the lowest compared entry with this formula, charge and spin: 3.687 eV
total charge: 0
frontier orbital gap: 2.3 eV
LUMO level: -5.09 eV

Geometry as XYZ:
```
156
Properties=species:S:1:pos:R:3:forces:R:3
Cd 3.3599 6.8739 17.1439 0.1 -0.5 -0.1
C -1.9297 10.6302 16.5930 3.6 -0.4 1.1
O -1.2336 11.8805 16.2225 -1.8 -1.3 1.8
O -0.9035 9.7376 16.8928 -2.7 1.1 -0.4
C -3.0174 10.7823 17.8154 0.8 1.3 -2.1
F -4.2216 11.3036 17.1724 1.9 -1.4 1.8
F -3.2047 9.6157 18.4321 -0.8 0.8 -0.6
F -2.6341 11.6827 18.7362 -0.6 -0.5 -0.6
C -1.9407 12.7082 15.3395 2.0 1.2 -0.6
C -1.1758 14.0527 15.3365 -0.1 0.7 0.1
H -0.2722 14.0890 15.9451 -0.2 -0.6 0.3
H -0.7923 14.2382 14.3332 -0.3 0.3 -0.1
H -1.7620 14.9047 15.6808 -0.2 0.0 -0.2
H -3.0078 12.8220 15.5304 0.1 -0.2 0.0
H -1.6610 12.3734 14.3406 -1.2 -0.7 -0.4
H -2.4884 10.3597 15.6970 -0.5 -0.5 -0.2
C 6.8827 10.1098 19.3303 -1.8 -3.6 0.9
O 5.5450 10.5575 19.7058 0.6 1.1 -0.5
O 6.6593 8.8996 18.6492 0.9 2.6 -0.3
C 7.8488 11.2520 18.8151 -1.8 -2.5 -0.1
F 8.9572 10.8199 18.2368 0.6 -0.4 -0.1
F 7.2498 12.0635 18.0126 -1.2 1.5 -2.1
F 8.1384 11.9482 19.8723 1.3 1.2 2.0
C 5.4603 11.3748 20.8688 0.5 -0.2 0.9
C 4.0262 11.5625 21.2594 -0.5 0.3 -1.2
H 3.8580 11.9957 22.2454 0.3 -0.2 0.0
H 3.5979 12.2432 20.5236 -0.6 -0.2 0.0
H 3.5875 10.5677 21.1817 -0.5 0.2 0.1
H 5.9959 12.3177 20.7593 -0.1 0.1 -0.1
H 5.8482 10.8802 21.7593 1.0 -0.4 -0.1
H 7.3124 9.8406 20.2951 0.7 0.1 0.4
C 15.8779 6.7453 11.3534 -1.1 -0.1 0.1
O 15.4595 7.8717 12.0972 0.8 -0.1 -0.8
C 16.5037 8.3638 12.9456 -2.2 -0.4 -0.1
C 16.5957 7.5213 14.2421 0.0 1.7 1.2
O 15.6751 8.1171 15.2387 0.4 -0.9 -0.7
C 15.3403 7.3205 16.3814 0.7 0.6 -0.1
C 16.4617 7.1162 17.3991 -0.2 0.3 1.4
O 16.4650 7.9873 18.5756 -1.4 -3.8 0.1
C 16.3955 9.2750 18.2385 1.1 2.7 -0.5
H 15.5458 5.8946 11.9485 0.7 -0.6 -0.2
H 16.9367 6.7652 11.0952 0.1 -0.2 0.3
H 15.3252 6.7006 10.4150 -0.1 0.2 0.0
H 16.0435 9.3445 13.0666 0.9 0.3 1.2
H 17.4210 8.4726 12.3670 0.3 -0.3 0.3
H 17.6182 7.6108 14.6090 0.2 0.1 0.3
H 16.4371 6.4468 14.1506 -0.5 0.0 -0.5
H 14.9747 6.3263 16.1242 -0.1 -0.1 -0.5
H 14.5389 7.8364 16.9103 -0.2 0.1 -0.2
H 17.4590 7.2094 16.9692 0.1 -0.2 -0.3
H 16.2732 6.1303 17.8242 0.5 -0.1 0.0
H 15.4696 9.6852 17.8353 -0.3 -0.5 -0.5
H 17.2297 9.3535 17.5414 0.0 1.4 -0.5
H 16.5612 9.9049 19.1126 0.4 -0.1 0.2
C 3.7471 4.9764 20.0108 0.4 -0.3 1.1
O 3.2603 4.7216 18.6795 0.1 0.5 0.8
C 3.5224 3.3783 18.3332 0.8 -0.8 -1.4
C 2.9062 2.9316 16.9557 0.2 1.5 0.6
O 2.7350 4.1050 16.1053 -0.1 -1.4 0.3
C 2.2594 3.8567 14.7722 0.5 1.1 0.1
C 2.2541 5.2088 14.0586 -0.1 0.8 -0.2
O 3.3798 6.0018 14.4942 0.1 1.6 -0.5
C 3.5246 7.3324 13.8236 -1.4 -0.7 -0.3
H 3.1898 4.3992 20.7486 -0.6 0.2 -0.1
H 3.8095 6.0199 20.3196 -0.8 0.2 -0.7
H 4.7678 4.6669 20.2354 0.4 -0.4 -1.0
H 3.1865 2.6286 19.0495 -0.5 0.4 0.5
H 4.6039 3.2420 18.3351 0.3 0.1 -0.3
H 1.9873 2.4136 17.2301 -0.5 0.3 -0.6
H 3.5623 2.1995 16.4850 0.1 0.1 -0.1
H 1.2570 3.4286 14.7751 -0.1 0.0 0.0
H 2.9006 3.2596 14.1238 0.4 -0.7 0.8
H 1.3183 5.7562 14.1721 0.0 0.2 0.5
H 2.3207 5.0378 12.9842 0.2 -0.1 -0.2
H 3.7499 7.3296 12.7572 1.1 -1.0 0.0
H 4.1916 7.9911 14.3798 0.1 -0.5 0.0
H 2.5667 7.8333 13.6835 -0.5 0.0 1.1
C -0.5805 6.6527 25.3863 -0.4 0.4 -0.6
C -0.5846 7.8385 26.4108 -1.5 -2.1 0.0
O 0.6637 7.9367 26.9719 4.5 -0.1 2.5
C 1.0812 7.0989 28.0395 -2.0 -0.2 -2.3
O 0.4743 6.1388 28.4179 0.2 0.6 -0.2
C 2.4196 7.5039 28.7164 -4.0 0.2 -1.2
F 2.8016 8.6071 28.1342 1.4 1.2 0.6
F 2.0135 7.6635 29.9914 1.4 0.5 0.2
F 3.3000 6.5690 28.5924 1.4 -0.8 0.4
H -0.1752 7.0922 24.4749 0.3 -0.2 -0.1
H -1.5235 6.2282 25.0418 -0.5 0.5 0.5
H -0.0177 5.7434 25.5972 0.4 0.4 0.7
H -1.1923 7.7915 27.3144 -1.2 -0.5 -0.6
H -0.8185 8.7496 25.8601 0.3 0.1 0.2
C 9.7035 3.8840 12.5310 0.5 -0.2 0.8
C 10.3671 2.4974 12.7672 -1.1 2.9 -0.9
C 9.6841 1.6795 13.8626 1.2 0.9 -0.6
O 9.5322 0.4623 13.2070 -0.6 -1.4 -0.5
C 9.8094 0.5283 11.8637 2.1 -1.7 0.1
O 9.9588 -0.4855 11.2092 -1.0 2.7 0.7
O 10.1592 1.8283 11.5527 -0.8 -2.8 -0.6
H 10.0879 4.5569 13.2975 -0.4 0.3 0.0
H 8.6218 3.7650 12.5917 0.0 0.0 0.4
H 9.8360 4.3516 11.5554 0.7 -0.4 0.0
H 11.4440 2.5162 12.9347 0.0 0.3 0.0
H 8.7302 2.0433 14.2445 0.1 0.1 -0.1
H 10.4674 1.6617 14.6203 -0.6 -0.7 0.6
C 12.7214 14.0814 9.1305 -0.4 0.2 0.5
C 11.3038 13.5204 9.1816 0.9 -1.7 -1.1
C 10.7328 12.8426 10.4606 0.3 0.7 -1.1
O 9.6945 13.7668 10.8292 0.4 0.7 0.0
C 9.4804 14.7100 9.8440 -3.9 0.3 -0.3
O 8.4606 15.4429 9.8387 4.7 -2.4 0.0
O 10.3521 14.4849 8.8075 -1.3 1.5 1.4
H 12.7908 14.6876 8.2272 0.0 0.2 0.2
H 13.4684 13.2988 8.9974 -0.1 -0.2 0.3
H 12.9412 14.6683 10.0223 0.2 0.1 -0.1
H 11.3034 12.8172 8.3488 -0.3 -0.4 0.1
H 11.5256 12.6682 11.1880 -0.3 0.6 0.5
H 10.2908 11.8647 10.2695 -0.2 0.2 -0.2
C 8.1392 19.1640 16.7082 -0.2 2.1 1.2
C 6.9186 19.4440 17.6559 -0.2 -3.9 0.1
C 6.9499 18.5010 18.8642 -1.2 -1.2 0.4
O 7.4324 19.2932 19.9105 1.6 -1.2 1.7
C 7.3847 20.5422 19.5333 1.0 0.6 1.4
O 7.7921 21.4906 20.0965 0.6 1.2 1.7
O 6.8145 20.6260 18.3920 -1.4 1.9 -4.9
H 8.0419 19.7050 15.7670 0.0 -0.3 -0.1
H 8.4646 18.1298 16.5956 -0.8 -0.1 -0.1
H 8.9661 19.6396 17.2356 0.4 0.1 -0.1
H 5.9597 19.1571 17.2241 0.1 0.9 -0.7
H 7.4726 17.5462 18.8073 0.3 0.3 -0.2
H 5.9327 18.2834 19.1898 -0.3 -0.4 -0.4
C 12.1759 14.7264 24.3121 0.1 1.1 -1.3
C 12.6404 16.1139 23.7942 2.0 -0.6 0.1
C 14.1932 16.4598 23.8918 -1.1 -1.1 0.3
O 14.5052 17.0723 22.6493 -0.3 0.9 0.2
C 13.5188 16.7409 21.7779 2.7 0.3 -2.7
O 13.6123 16.8278 20.5791 0.0 0.6 0.9
O 12.5545 16.1497 22.3610 -3.5 -1.4 1.5
H 11.1852 14.6779 23.8602 -0.5 -0.2 0.8
H 12.2261 14.7139 25.4009 -0.4 -0.2 -0.2
H 12.6632 13.8676 23.8506 0.6 0.2 0.2
H 11.9592 16.8432 24.2324 0.2 0.4 -0.2
H 14.7238 15.5090 23.8428 0.1 -0.1 0.6
H 14.4872 17.0354 24.7695 0.0 0.2 -0.4
C 0.2023 21.0679 22.3573 -0.1 0.6 0.2
C -1.1583 20.5439 21.9725 1.6 -0.5 0.1
C -0.9774 19.2213 21.2052 -1.2 1.1 0.6
O -1.9963 18.4285 21.8254 -0.3 -0.6 -0.2
C -2.3817 18.9593 23.0383 -0.9 -3.2 1.3
O -2.9997 18.3342 23.8943 1.2 1.6 -2.3
O -1.8896 20.1559 23.1836 0.7 2.1 -0.9
H 0.7665 20.2428 22.7921 0.1 0.4 0.3
H 0.1092 21.9375 23.0079 0.1 -0.3 0.4
H 0.7533 21.4639 21.5042 -0.1 -0.3 -0.3
H -1.6597 21.2653 21.3272 -0.7 0.0 0.6
H 0.0102 18.7675 21.2886 -0.1 -0.1 0.3
H -1.1557 19.4868 20.1632 -0.4 -0.8 -0.1
```
Positions in Å, forces in eV/Å.